# 1
{"formula": "C17H27N5O4S", "method": "ωB97M-V/def2-TZVPD", "symbols": ["C", "C", "C", "N", "C", "O", "N", "C", "C", "N", "C", "C", "C", "N", "C", "C", "S", "O", "O", "N", "C", "C", "O", "C", "C", "C", "C", "H", "H", "H", "H", "H", "H", "H", "H", "H", "H", "H", "H", "H", "H", "H", "H", "H", "H", "H", "H", "H", "H", "H", "H", "H", "H", "H"], "positions_angstrom": [[-0.836, -2.459, 1.404], [-1.156, -2.738, -0.065], [-2.310, -3.728, -0.199], [-1.453, -1.515, -0.804], [-2.529, -0.740, -0.503], [-3.330, -0.985, 0.383], [-2.752, 0.336, -1.350], [-1.837, 0.822, -2.351], [-0.941, 1.947, -1.750], [-1.431, 2.271, -0.427], [-0.987, 1.677, 0.719], [-1.812, 1.677, 1.871], [-1.359, 1.209, 3.078], [-0.135, 0.731, 3.271], [0.639, 0.686, 2.209], [0.294, 1.114, 0.934], [1.578, 0.812, -0.291], [1.103, -0.201, -1.209], [2.010, 2.060, -0.862], [2.838, 0.152, 0.590], [3.204, -1.218, 0.281], [4.178, -1.252, -0.899], [5.310, -0.451, -0.645], [4.947, 0.892, -0.409], [3.995, 1.006, 0.784], [-2.831, 2.641, -0.563], [-3.654, 1.367, -0.885], [-1.699, -2.006, 1.885], [-0.592, -3.385, 1.917], [0.009, -1.777, 1.490], [-0.268, -3.158, -0.552], [-2.529, -3.909, -1.249], [-3.196, -3.323, 0.279], [-2.047, -4.670, 0.274], [-0.635, -1.063, -1.188], [-1.228, 0.010, -2.743], [-2.440, 1.221, -3.174], [-1.004, 2.854, -2.358], [0.095, 1.648, -1.726], [-2.828, 2.022, 1.822], [-2.004, 1.208, 3.945], [1.624, 0.273, 2.369], [2.294, -1.764, 0.038], [3.671, -1.650, 1.172], [4.551, -2.263, -1.069], [3.653, -0.894, -1.798], [5.878, 1.429, -0.218], [4.450, 1.314, -1.295], [3.643, 2.030, 0.889], [4.497, 0.687, 1.703], [-2.885, 3.348, -1.395], [-3.198, 3.157, 0.321], [-4.155, 0.970, 0.000], [-4.404, 1.579, -1.653]], "mulliken_charge": [-1.041, 0.306, -1.681, 0.175, 0.656, -0.689, 0.052, -1.113, 0.092, -0.089, 0.515, -0.601, -0.659, -0.643, -0.559, 0.882, 0.925, -0.791, -0.770, 0.152, -0.375, -0.621, -0.442, -0.454, -0.808, -0.832, -0.910, 0.238, 0.540, 0.071, 0.389, 0.395, 0.329, 0.478, 0.109, 0.617, 0.261, 0.564, -0.278, 0.265, 0.383, 0.607, 0.104, 0.413, 0.425, 0.309, 0.363, 0.306, 0.432, 0.421, 0.384, 0.403, 0.386, 0.408], "e_tot_ev": -44542.455, "smiles": "CC(C)NC(=O)N1CCN(c2ccncc2S(=O)(=O)N2CCOCC2)CC1", "de_lowest_ev": 0.000, "lumo_ev": 0.676}

# 2
{"formula": "C2F3NO3S2Sr", "method": "ωB97M-V/def2-TZVPD", "symbols": ["N", "S", "S", "C", "F", "F", "F", "O", "C", "O", "O", "Sr"], "positions_angstrom": [[0.434, -0.285, 2.313], [1.855, -1.053, 1.579], [-0.829, -0.109, 1.399], [-1.437, -1.856, 0.862], [-0.651, -2.490, -0.003], [-1.594, -2.630, 1.933], [-2.638, -1.702, 0.289], [0.738, 4.146, -2.985], [1.145, 3.185, -2.506], [1.703, 2.237, -2.097], [-0.440, 0.362, -0.069], [1.715, 0.194, -0.714]], "mulliken_charge": [-0.354, -0.609, 0.390, 0.647, -0.198, -0.240, -0.233, -0.273, 0.672, -0.465, -0.956, 1.620], "e_tot_ev": -40365.013, "lumo_ev": -1.329}

# 3
{"formula": "C3H5BrO", "method": "ωB97M-V/def2-TZVPD", "symbols": ["C", "C", "C", "O", "Br", "H", "H", "H", "H", "H"], "positions_angstrom": [[-0.844, -1.217, 0.392], [-0.769, -0.103, -0.633], [0.223, 0.945, -0.559], [0.243, -1.928, -0.002], [-1.501, -0.503, -2.320], [-0.774, -0.876, 1.442], [-1.786, -1.776, 0.525], [-0.038, 1.756, 0.153], [0.293, 1.493, -1.567], [1.176, 0.401, -0.200]], "mulliken_charge": [-0.410, 0.449, -0.928, -0.546, -0.024, 0.222, 0.314, 0.278, 0.343, 0.302], "e_tot_ev": -75278.199, "de_lowest_ev": 3.081, "lumo_ev": [-1.339, -1.339]}

# 4
{"formula": "C2HClN2OS", "method": "ωB97M-V/def2-TZVPD", "symbols": ["C", "C", "H", "N", "N", "O", "S", "Cl"], "positions_angstrom": [[0.568, 0.104, -0.288], [-0.826, -0.130, -0.124], [1.148, -2.057, 0.836], [-0.561, 2.032, -0.004], [-1.469, 1.091, 0.001], [0.784, 1.381, -0.189], [2.040, -0.927, -0.091], [-1.684, -1.494, -0.140]], "mulliken_charge": [0.353, 0.320, 0.166, -0.114, -0.189, -0.163, -0.205, -0.168], "e_tot_ev": -30471.689, "de_lowest_ev": 2.815, "lumo_ev": -0.689}